[1]
{
  "formula": "C27H19N7O5",
  "method": "the ωB97M-V functional and the def2-TZVPD basis",
  "homo_ev": -7.67,
  "orbital_gap_ev": 6.31,
  "fmax_ha_per_bohr": 0.029,
  "total_charge": 0,
  "smiles": "O=C(Nc1ccc(Nc2ccncc2)cc1)c1ccc(Nc2ccnc3ccc([N+](=O)[O-])cc23)cc1[N+](=O)[O-]",
  "species": ["O", "C", "N", "C", "C", "C", "C", "N", "C", "C", "C", "N", "C", "C", "C", "C", "C", "C", "C", "C", "N", "C", "C", "C", "N", "C", "C", "C", "C", "N", "O", "O", "C", "C", "C", "C", "N", "O", "O", "H", "H", "H", "H", "H", "H", "H", "H", "H", "H", "H", "H", "H", "H", "H", "H", "H", "H", "H"],
  "xyz": [[4.253, 2.639, -0.898], [3.111, 2.246, -0.756], [2.105, 3.099, -0.462], [0.722, 2.942, -0.332], [-0.050, 4.102, -0.275], [-1.420, 4.047, -0.124], [-2.070, 2.815, -0.040], [-3.437, 2.694, 0.151], [-4.445, 3.547, -0.225], [-5.712, 3.401, 0.355], [-6.727, 4.254, -0.029], [-6.583, 5.212, -0.932], [-5.395, 5.330, -1.503], [-4.303, 4.539, -1.201], [-1.295, 1.656, -0.069], [0.076, 1.716, -0.210], [2.857, 0.765, -0.812], [3.014, -0.007, 0.337], [2.963, -1.385, 0.283], [2.773, -2.045, -0.936], [2.760, -3.429, -1.038], [2.591, -4.344, -0.023], [3.349, -5.502, 0.000], [3.200, -6.400, 1.060], [2.367, -6.234, 2.053], [1.549, -5.170, 2.025], [0.593, -5.045, 3.060], [-0.331, -4.043, 3.041], [-0.336, -3.135, 1.967], [-1.359, -2.129, 1.906], [-2.109, -2.021, 2.852], [-1.417, -1.440, 0.905], [0.603, -3.195, 0.963], [1.590, -4.190, 0.986], [2.655, -1.287, -2.096], [2.695, 0.097, -2.025], [2.547, 0.851, -3.246], [2.294, 2.031, -3.147], [2.672, 0.250, -4.290], [2.410, 4.066, -0.485], [0.435, 5.065, -0.339], [-1.981, 4.964, -0.038], [-3.733, 1.835, 0.594], [-5.885, 2.633, 1.095], [-7.712, 4.171, 0.410], [-5.317, 6.105, -2.255], [-3.375, 4.663, -1.735], [-1.765, 0.690, 0.032], [0.627, 0.792, -0.216], [3.182, 0.486, 1.282], [3.095, -1.959, 1.187], [3.169, -3.796, -1.886], [4.078, -5.692, -0.773], [3.817, -7.288, 1.106], [0.610, -5.785, 3.843], [-1.078, -3.938, 3.813], [0.544, -2.487, 0.150], [2.530, -1.756, -3.061]],
  "atomic_forces_ev_per_a": [[0.0, 0.0, 0.0], [0.2, -0.1, 0.1], [0.2, 0.7, 0.2], [-0.5, -0.1, 0.0], [0.2, -0.2, -0.1], [-0.2, -0.2, 0.1], [0.6, 0.0, -0.1], [-0.4, -0.5, 0.3], [-0.3, 0.2, -0.1], [0.1, 0.0, -0.1], [0.1, -0.2, 0.1], [-0.4, 0.4, -0.2], [0.1, 0.0, 0.0], [0.1, -0.1, 0.1], [-0.2, 0.3, -0.1], [0.1, 0.1, 0.0], [0.3, -0.1, -0.4], [-0.1, 0.1, -0.3], [0.1, -0.1, -0.2], [0.1, 0.8, 0.1], [-0.1, -0.3, -0.6], [0.1, -0.6, 0.3], [-0.2, 0.5, -0.1], [-0.1, 0.0, 0.1], [0.2, -0.6, 0.3], [0.0, 0.6, -0.4], [-0.1, 0.2, -0.1], [-0.1, 0.0, 0.1], [1.2, -0.8, -0.3], [-0.5, 0.6, -0.1], [-0.1, 0.0, 0.2], [0.0, 0.1, -0.2], [-0.6, 0.3, 0.2], [0.1, -0.5, 0.4], [0.0, 0.1, 0.0], [0.1, -0.6, 1.3], [-0.1, 0.2, -0.5], [-0.1, 0.2, -0.1], [0.0, -0.1, -0.3], [0.1, -0.2, 0.0], [0.1, 0.1, 0.0], [0.0, 0.1, 0.0], [0.0, 0.2, 0.0], [0.0, 0.0, 0.1], [0.0, -0.1, 0.1], [0.1, 0.0, -0.1], [0.1, 0.0, 0.0], [-0.1, -0.1, 0.0], [-0.1, -0.1, 0.0], [0.0, 0.1, 0.1], [0.0, 0.0, 0.1], [0.0, 0.0, 0.2], [0.1, 0.0, -0.1], [0.1, -0.1, -0.1], [0.0, -0.1, 0.1], [0.0, 0.0, 0.0], [0.0, 0.0, 0.0], [0.0, 0.0, 0.0]]
}

=====

[2]
{
  "formula": "C27H19N9O8OsS",
  "method": "the ωB97M-V functional and the def2-TZVPD basis",
  "homo_ev": [-13.53, -13.53],
  "orbital_gap_ev": [5.71, 5.71],
  "fmax_ha_per_bohr": 0.006,
  "total_charge": 2,
  "species": ["Os", "O", "N", "O", "C", "C", "C", "C", "C", "C", "N", "C", "C", "N", "C", "C", "C", "C", "H", "H", "H", "H", "H", "H", "H", "O", "C", "O", "C", "C", "N", "N", "C", "C", "O", "O", "H", "H", "H", "N", "C", "C", "C", "C", "C", "C", "S", "O", "O", "N", "C", "N", "C", "C", "C", "N", "H", "H", "H", "H", "H", "H", "H", "H", "H"],
  "xyz": [[0.440, 0.156, -0.411], [-3.672, -4.183, -4.125], [-3.475, -4.603, -3.004], [-3.974, -5.581, -2.508], [-2.511, -3.846, -2.172], [-1.841, -4.544, -1.234], [-0.850, -3.907, -0.416], [-0.116, -4.547, 0.598], [0.793, -3.815, 1.322], [0.984, -2.458, 1.040], [0.302, -1.845, 0.082], [-0.602, -2.557, -0.630], [-1.333, -1.827, -1.604], [-1.034, -0.505, -1.683], [-1.713, 0.270, -2.526], [-2.717, -0.254, -3.336], [-3.017, -1.597, -3.285], [-2.308, -2.433, -2.399], [-2.059, -5.596, -1.105], [-0.270, -5.598, 0.802], [1.374, -4.269, 2.112], [1.702, -1.859, 1.583], [-1.455, 1.322, -2.536], [-3.257, 0.409, -3.996], [-3.789, -2.006, -3.918], [5.948, 0.867, -2.430], [5.118, 0.655, -3.443], [5.456, 0.688, -4.589], [3.678, 0.371, -3.120], [2.725, 0.152, -4.097], [1.553, -0.077, -3.481], [1.689, -0.025, -2.153], [2.970, 0.249, -1.923], [3.314, 0.361, -0.485], [4.382, 0.694, -0.057], [2.265, 0.042, 0.285], [5.524, 0.808, -1.554], [2.830, 0.144, -5.170], [0.662, -0.274, -3.908], [2.402, 4.707, 5.230], [1.769, 4.206, 4.160], [0.381, 4.420, 3.983], [-0.265, 3.917, 2.890], [0.457, 3.172, 1.941], [1.837, 2.952, 2.096], [2.479, 3.459, 3.191], [-0.362, 2.613, 0.572], [0.634, 2.264, -0.501], [-1.496, 3.379, 0.207], [-0.797, 0.941, 0.752], [-1.949, 0.541, 1.477], [-2.430, 1.429, 2.324], [-3.505, 1.043, 3.012], [-4.073, -0.208, 2.834], [-3.468, -1.046, 1.913], [-2.387, -0.680, 1.218], [1.921, 5.289, 5.893], [3.397, 4.611, 5.337], [-0.165, 5.001, 4.714], [-1.322, 4.092, 2.747], [2.398, 2.406, 1.352], [3.544, 3.308, 3.308], [-3.913, 1.758, 3.715], [-4.946, -0.516, 3.389], [-3.854, -2.039, 1.720]],
  "atomic_forces_ev_per_a": [[0.1, -0.3, -0.1], [0.0, 0.0, 0.0], [-0.1, 0.0, 0.0], [0.0, 0.0, 0.0], [0.0, 0.0, 0.0], [0.0, 0.0, 0.0], [0.0, 0.0, 0.0], [0.0, 0.0, 0.0], [0.0, 0.0, 0.0], [0.0, 0.0, 0.0], [0.0, 0.0, 0.0], [0.0, 0.0, 0.0], [0.0, 0.0, 0.0], [-0.2, 0.2, 0.0], [0.0, 0.0, 0.0], [0.0, 0.0, 0.0], [0.0, 0.0, 0.0], [0.0, 0.0, 0.0], [0.0, 0.0, 0.0], [0.0, 0.0, 0.0], [0.0, 0.0, 0.0], [0.0, 0.0, 0.0], [0.0, 0.0, 0.0], [0.0, 0.0, 0.0], [0.0, 0.0, 0.0], [0.0, 0.0, 0.0], [0.0, 0.0, 0.0], [0.0, 0.0, 0.0], [0.0, 0.0, 0.0], [0.0, 0.0, 0.0], [0.0, 0.0, 0.0], [0.0, -0.1, 0.0], [0.0, -0.1, 0.0], [-0.1, 0.3, 0.0], [0.0, -0.1, 0.0], [0.0, 0.0, 0.1], [0.0, 0.1, 0.0], [0.0, 0.0, 0.0], [0.0, 0.0, 0.0], [0.0, 0.0, 0.0], [0.0, 0.0, 0.0], [0.0, 0.0, 0.0], [0.0, 0.0, 0.0], [-0.1, 0.1, -0.1], [0.0, 0.0, 0.0], [0.0, 0.0, 0.0], [0.1, -0.1, 0.2], [-0.1, 0.1, 0.0], [-0.1, -0.1, -0.1], [0.1, 0.0, 0.0], [0.0, 0.0, 0.0], [0.0, 0.0, 0.0], [0.0, 0.0, 0.0], [0.0, 0.0, 0.0], [0.0, 0.0, 0.0], [0.0, 0.0, 0.0], [0.0, 0.0, 0.0], [0.0, 0.0, 0.0], [0.0, 0.0, 0.0], [0.0, 0.0, 0.0], [0.0, 0.0, 0.0], [0.0, 0.0, 0.0], [0.0, 0.0, 0.0], [0.0, 0.0, 0.0], [0.0, 0.0, 0.0]]
}

=====

[3]
{
  "formula": "C27H19NO3",
  "method": "the ωB97M-V functional and the def2-TZVPD basis",
  "homo_ev": -8.14,
  "orbital_gap_ev": 7.92,
  "fmax_ha_per_bohr": 0.018,
  "total_charge": 0,
  "smiles": "O=C(Cc1cccc2ccccc12)Nc1ccc(-c2cc3ccccc3oc2=O)cc1",
  "species": ["O", "C", "C", "C", "C", "C", "C", "C", "C", "C", "C", "C", "C", "N", "C", "C", "C", "C", "C", "C", "C", "C", "C", "C", "C", "C", "O", "C", "O", "C", "C", "H", "H", "H", "H", "H", "H", "H", "H", "H", "H", "H", "H", "H", "H", "H", "H", "H", "H", "H"],
  "xyz": [[2.521, 1.527, -0.765], [2.563, 1.338, 0.425], [3.859, 1.412, 1.234], [5.036, 0.985, 0.399], [5.997, 1.896, 0.046], [7.101, 1.526, -0.735], [7.235, 0.238, -1.165], [6.265, -0.731, -0.836], [6.383, -2.064, -1.284], [5.434, -2.996, -0.973], [4.325, -2.632, -0.197], [4.186, -1.350, 0.257], [5.145, -0.360, -0.045], [1.474, 1.060, 1.207], [0.135, 0.929, 0.832], [-0.786, 0.597, 1.826], [-2.120, 0.443, 1.520], [-2.578, 0.628, 0.215], [-3.999, 0.449, -0.095], [-4.739, -0.542, 0.463], [-6.126, -0.695, 0.157], [-6.934, -1.702, 0.697], [-8.263, -1.788, 0.350], [-8.815, -0.872, -0.544], [-8.039, 0.128, -1.091], [-6.694, 0.220, -0.743], [-5.958, 1.210, -1.296], [-4.630, 1.392, -1.030], [-4.080, 2.319, -1.568], [-1.654, 0.971, -0.770], [-0.314, 1.114, -0.473], [3.788, 0.801, 2.137], [3.990, 2.454, 1.536], [5.909, 2.923, 0.372], [7.839, 2.272, -0.992], [8.081, -0.058, -1.769], [7.241, -2.331, -1.884], [5.529, -4.013, -1.323], [3.577, -3.374, 0.040], [3.318, -1.094, 0.847], [1.638, 0.938, 2.197], [-0.450, 0.463, 2.845], [-2.821, 0.204, 2.307], [-4.283, -1.251, 1.139], [-6.497, -2.407, 1.387], [-8.882, -2.566, 0.769], [-9.857, -0.946, -0.811], [-8.447, 0.846, -1.785], [-1.988, 1.121, -1.784], [0.390, 1.370, -1.247]],
  "atomic_forces_ev_per_a": [[0.0, 0.0, -0.2], [0.1, 0.0, 0.4], [0.1, 0.0, -0.3], [0.1, 0.3, 0.1], [-0.3, -0.1, 0.2], [0.2, -0.2, -0.2], [0.1, 0.3, 0.0], [-0.3, 0.1, 0.2], [-0.1, -0.2, 0.0], [0.2, 0.0, -0.1], [-0.2, 0.1, 0.2], [-0.1, -0.1, 0.0], [0.3, -0.1, -0.2], [0.0, 0.0, 0.4], [-0.4, 0.0, -0.1], [0.2, 0.0, -0.1], [0.0, 0.1, -0.2], [0.3, 0.1, 0.1], [-0.4, -0.6, 0.3], [0.4, 0.5, -0.3], [-0.5, 0.3, -0.3], [0.1, 0.2, -0.1], [-0.1, -0.1, 0.1], [0.1, 0.0, 0.0], [0.3, 0.2, 0.0], [-0.3, -0.7, 0.5], [-0.2, 0.1, -0.2], [0.3, 0.5, -0.2], [-0.2, -0.4, 0.2], [-0.1, -0.1, 0.2], [0.2, 0.0, -0.1], [0.0, 0.1, 0.0], [0.0, -0.1, 0.0], [-0.1, 0.1, 0.1], [0.1, 0.0, 0.0], [0.1, 0.0, -0.1], [0.1, 0.0, -0.1], [0.0, -0.1, 0.0], [-0.1, 0.0, 0.0], [-0.1, 0.0, 0.1], [0.1, 0.0, -0.2], [0.0, 0.0, 0.1], [-0.1, 0.0, 0.1], [0.1, 0.0, 0.0], [0.0, -0.1, 0.1], [0.0, -0.1, 0.0], [-0.1, 0.0, 0.0], [0.0, 0.1, -0.1], [0.0, 0.0, -0.1], [0.0, 0.0, 0.0]]
}

=====

[4]
{
  "formula": "C27H20BrClIN2O3Sn",
  "method": "the ωB97M-V functional and the def2-TZVPD basis",
  "homo_ev": -11.20,
  "orbital_gap_ev": 7.78,
  "fmax_ha_per_bohr": 0.007,
  "total_charge": 1,
  "species": ["Sn", "O", "C", "C", "C", "C", "C", "C", "C", "O", "N", "N", "C", "C", "Br", "C", "C", "C", "C", "C", "C", "C", "H", "H", "H", "H", "H", "H", "H", "H", "H", "H", "H", "H", "H", "H", "I", "C", "C", "C", "C", "C", "C", "C", "C", "C", "C", "H", "H", "H", "H", "H", "H", "Cl", "O", "C"],
  "xyz": [[0.006, -0.687, 1.067], [-4.783, 0.747, -0.888], [-4.939, -0.608, -0.672], [-6.139, -1.185, -1.055], [-6.318, -2.550, -0.906], [-5.308, -3.339, -0.373], [-4.105, -2.758, -0.005], [-3.910, -1.392, -0.156], [-2.586, -0.746, 0.154], [-1.728, -1.599, 0.850], [-1.927, -0.424, -1.124], [-0.573, -0.269, -1.100], [-0.005, 0.375, -2.053], [1.408, 0.293, -2.401], [2.138, -1.455, -2.457], [2.090, 1.327, -2.904], [1.586, 2.703, -2.918], [1.875, 3.517, -4.016], [1.379, 4.807, -4.079], [0.609, 5.308, -3.036], [0.343, 4.520, -1.927], [0.830, 3.223, -1.864], [-4.290, 1.153, -0.166], [-6.916, -0.550, -1.458], [-7.256, -2.999, -1.203], [-5.455, -4.403, -0.250], [-3.304, -3.360, 0.401], [-2.738, 0.174, 0.738], [-2.435, 0.183, -1.759], [-0.630, 0.962, -2.728], [3.062, 1.144, -3.347], [2.479, 3.128, -4.826], [1.597, 5.426, -4.939], [0.231, 6.321, -3.083], [-0.230, 4.920, -1.101], [0.660, 2.630, -0.973], [-0.434, -1.967, 3.735], [1.612, -1.654, 4.035], [2.090, -1.957, 5.277], [3.458, -1.799, 5.567], [4.297, -1.340, 4.600], [3.816, -1.009, 3.310], [4.722, -0.508, 2.345], [4.300, -0.141, 1.106], [2.937, -0.273, 0.777], [2.034, -0.793, 1.668], [2.436, -1.163, 2.987], [1.422, -2.322, 6.045], [3.825, -2.045, 6.554], [5.352, -1.210, 4.800], [5.763, -0.411, 2.625], [4.988, 0.256, 0.373], [2.630, 0.060, -0.203], [-0.574, 1.522, 1.574], [0.240, -4.382, -0.571], [0.370, -3.400, -0.047]],
  "atomic_forces_ev_per_a": [[0.3, -0.2, 0.2], [0.1, 0.0, -0.1], [0.0, 0.0, 0.0], [0.0, 0.0, 0.0], [0.0, 0.0, 0.0], [0.0, 0.0, 0.0], [0.0, 0.0, 0.0], [0.1, 0.0, 0.0], [-0.1, -0.2, -0.1], [-0.1, 0.3, 0.1], [0.0, 0.0, -0.1], [0.0, 0.1, 0.0], [-0.1, 0.0, 0.0], [0.0, 0.2, -0.1], [0.1, -0.1, 0.1], [0.0, -0.1, 0.1], [0.0, 0.0, 0.0], [0.0, 0.0, 0.0], [0.0, 0.0, 0.0], [0.0, 0.0, 0.0], [0.0, 0.0, 0.0], [0.0, 0.0, 0.0], [-0.1, 0.0, 0.0], [0.0, 0.0, 0.0], [0.0, 0.0, 0.0], [0.0, 0.0, 0.0], [0.0, 0.0, 0.0], [0.0, 0.0, 0.0], [0.0, 0.0, 0.0], [0.0, -0.1, -0.1], [0.0, 0.0, 0.0], [0.0, 0.0, 0.0], [0.0, 0.0, 0.0], [0.0, 0.0, 0.0], [0.0, 0.0, 0.0], [0.0, 0.0, 0.0], [0.0, 0.0, 0.0], [0.0, 0.0, 0.0], [0.0, 0.0, 0.0], [0.0, 0.0, 0.0], [0.0, 0.0, 0.0], [0.0, 0.0, 0.0], [0.0, 0.0, 0.0], [0.0, 0.0, 0.0], [0.0, 0.0, 0.1], [-0.1, 0.1, -0.1], [0.1, 0.0, 0.0], [0.0, 0.0, 0.0], [0.0, 0.0, 0.0], [0.0, 0.0, 0.0], [0.0, 0.0, 0.0], [0.0, 0.0, 0.0], [-0.1, 0.0, 0.0], [0.0, 0.0, 0.0], [0.0, 0.0, 0.0], [0.0, 0.0, 0.0]]
}

=====

> What is the formula in the fourth record?

C27H20BrClIN2O3Sn